1.
{
  "formula": "C27H43BrCaN2P2",
  "method": "ωB97M-V/def2-TZVPD",
  "e_tot_ha": -5097.86053,
  "total_charge": 2,
  "lumo_ha": -0.2771,
  "largest_force_ev_per_a": 3.38,
  "homo_lumo_gap_ev": 5.89,
  "symbols": ["N", "C", "C", "C", "C", "C", "C", "Ca", "P", "C", "C", "C", "C", "C", "C", "C", "Br", "H", "H", "H", "H", "H", "H", "H", "H", "H", "H", "P", "C", "C", "H", "H", "H", "H", "H", "C", "C", "H", "H", "H", "H", "H", "C", "C", "H", "H", "H", "H", "H", "C", "C", "H", "H", "H", "H", "H", "C", "C", "H", "H", "H", "H", "H", "C", "C", "H", "H", "H", "H", "H", "C", "C", "N", "H", "H", "H"],
  "coordinates": [[-1.542, -2.221, 5.642], [-2.136, -3.088, 4.816], [-1.419, -3.895, 3.935], [-0.003, -3.787, 3.917], [0.605, -2.902, 4.847], [-0.216, -2.136, 5.674], [0.827, -4.406, 2.911], [0.569, -0.976, -1.362], [-0.348, 1.755, -3.032], [2.004, -3.815, 2.509], [2.113, -3.358, 1.130], [3.060, -2.397, 0.719], [3.176, -2.043, -0.647], [2.263, -2.604, -1.511], [1.332, -3.566, -1.186], [1.174, -3.842, 0.185], [1.930, -1.572, -3.608], [0.414, -5.282, 2.396], [2.769, -3.450, 3.201], [-1.961, -4.540, 3.239], [1.693, -2.762, 4.881], [-3.223, -3.133, 4.846], [0.236, -1.419, 6.375], [3.737, -1.963, 1.460], [0.343, -4.451, 0.538], [3.986, -1.409, -1.021], [0.726, -4.070, -1.939], [-0.164, 1.368, 1.295], [-0.947, 0.354, -4.098], [-0.498, 0.197, -5.553], [-2.044, 0.461, -4.077], [-0.714, -0.607, -3.587], [-1.092, -0.617, -5.997], [-0.663, 1.093, -6.162], [0.551, -0.108, -5.640], [1.453, 1.938, -3.404], [1.887, 2.605, -4.706], [1.901, 0.924, -3.354], [1.864, 2.510, -2.553], [2.988, 2.558, -4.773], [1.487, 2.112, -5.605], [1.617, 3.670, -4.747], [-1.115, 3.268, -3.704], [-1.580, 3.242, -5.153], [-0.393, 4.082, -3.543], [-1.979, 3.462, -3.044], [-2.107, 4.181, -5.363], [-0.742, 3.178, -5.855], [-2.273, 2.419, -5.357], [-1.413, 2.714, 1.506], [-1.793, 3.459, 0.227], [-1.016, 3.417, 2.258], [-2.311, 2.247, 1.937], [-2.477, 4.283, 0.482], [-0.921, 3.893, -0.279], [-2.317, 2.806, -0.480], [1.322, 2.440, 1.041], [2.651, 1.711, 1.212], [1.233, 3.278, 1.754], [1.234, 2.860, 0.027], [3.470, 2.436, 1.143], [2.721, 1.210, 2.185], [2.816, 0.956, 0.430], [0.117, 0.982, 3.089], [-1.119, 0.793, 3.956], [0.734, 1.799, 3.502], [0.726, 0.062, 3.103], [-0.810, 0.573, 4.985], [-1.750, 1.690, 3.977], [-1.726, -0.059, 3.621], [-3.546, -1.494, 1.340], [-2.360, -1.207, 0.573], [-1.440, -1.087, -0.143], [-4.297, -0.685, 1.197], [-3.301, -1.578, 2.418], [-3.975, -2.454, 1.000]]
}

2.
{
  "formula": "C4H10N2S2",
  "method": "ωB97M-V/def2-TZVPD",
  "e_tot_ha": -1064.00357,
  "lumo_ha": -0.0096,
  "largest_force_ev_per_a": 5.49,
  "relative_energy_kj_mol": 771.0,
  "homo_lumo_gap_ev": 7.96,
  "symbols": ["C", "C", "C", "C", "H", "H", "H", "H", "H", "H", "H", "H", "H", "H", "N", "N", "S", "S"],
  "coordinates": [[1.378, 0.135, 1.550], [0.888, -0.845, 0.422], [-0.479, -0.729, 0.027], [-0.230, 1.618, -0.725], [1.329, -0.758, 2.835], [2.823, 0.487, 1.222], [0.583, 1.088, 1.236], [1.156, -1.855, 0.695], [1.571, -2.270, -1.557], [0.687, 1.271, -1.536], [-1.018, 2.043, -1.369], [-0.118, 2.321, 0.218], [-2.748, -0.063, -1.139], [-2.962, -0.128, 0.335], [-1.047, 0.384, -0.398], [-2.481, 0.508, -0.417], [1.931, -0.826, -1.221], [-1.261, -2.381, -0.180]]
}

3.
{
  "formula": "C15H23Cl2PSc",
  "method": "ωB97M-V/def2-TZVPD",
  "e_tot_ha": -2607.90143,
  "total_charge": -1,
  "lumo_ha": [0.1014, 0.1014],
  "largest_force_ev_per_a": 3.38,
  "relative_energy_kj_mol": 0.0,
  "homo_lumo_gap_ev": [4.56, 4.56],
  "symbols": ["Sc", "Cl", "Cl", "C", "H", "H", "C", "C", "H", "C", "H", "C", "H", "H", "C", "H", "H", "C", "H", "H", "H", "H", "C", "P", "C", "C", "C", "C", "C", "C", "C", "H", "H", "H", "H", "H", "H", "H", "H", "H", "H", "H"],
  "coordinates": [[0.039, -0.388, -0.517], [-1.088, -1.619, -2.162], [1.748, -1.940, -0.063], [-0.790, -0.417, 1.436], [-1.389, 0.224, 2.101], [-0.410, -1.298, 2.004], [-1.377, 1.774, -1.078], [-1.933, 1.653, 0.175], [-0.386, 2.239, -1.205], [-3.310, 1.101, 0.402], [-1.395, 2.006, 1.063], [-3.819, 0.305, -0.812], [-3.328, 0.470, 1.299], [-4.017, 1.929, 0.592], [-3.599, 1.036, -2.138], [-3.319, -0.672, -0.856], [-4.887, 0.107, -0.701], [-2.162, 1.560, -2.347], [-3.875, 0.386, -2.976], [-4.284, 1.892, -2.187], [-1.622, 0.876, -3.024], [-2.225, 2.516, -2.899], [2.430, 3.219, -0.953], [2.011, 1.471, -0.667], [2.545, 0.691, -2.244], [3.269, 1.007, 0.582], [4.542, 0.581, 0.185], [5.427, 0.083, 1.145], [5.073, 0.073, 2.496], [3.829, 0.577, 2.899], [2.923, 1.044, 1.950], [1.701, 3.655, -1.649], [3.443, 3.286, -1.377], [2.395, 3.761, 0.002], [3.554, 1.053, -2.505], [2.552, -0.416, -2.166], [1.850, 0.991, -3.045], [4.828, 0.602, -0.865], [6.395, -0.296, 0.813], [5.776, -0.305, 3.234], [3.562, 0.595, 3.955], [1.929, 1.403, 2.248]]
}

4.
{
  "formula": "CH4ClF",
  "method": "ωB97M-V/def2-TZVPD",
  "e_tot_ha": -600.54503,
  "smiles": "CCl.F",
  "lumo_ha": 0.0243,
  "largest_force_ev_per_a": 0.85,
  "relative_energy_kj_mol": 3.4,
  "homo_lumo_gap_ev": 11.15,
  "symbols": ["C", "Cl", "H", "H", "H", "F", "H"],
  "coordinates": [[0.690, 0.484, -0.055], [1.854, -0.861, -0.070], [1.239, 1.425, -0.086], [0.041, 0.398, -0.927], [0.098, 0.428, 0.859], [-1.637, -0.752, -0.139], [-2.284, -1.122, 0.418]]
}

5.
{
  "formula": "C19H16N6O3S",
  "method": "ωB97M-V/def2-TZVPD",
  "e_tot_ha": -1686.13450,
  "smiles": "CCOC(=O)c1cnc(Nc2nc3ccccc3o2)nc1CSc1ncccn1",
  "lumo_ha": 0.0152,
  "largest_force_ev_per_a": 1.38,
  "relative_energy_kj_mol": 0.0,
  "homo_lumo_gap_ev": 8.56,
  "symbols": ["C", "C", "O", "C", "O", "C", "C", "N", "C", "N", "C", "N", "C", "C", "C", "C", "C", "C", "O", "N", "C", "C", "S", "C", "N", "C", "C", "C", "N", "H", "H", "H", "H", "H", "H", "H", "H", "H", "H", "H", "H", "H", "H", "H", "H"],
  "coordinates": [[-4.063, -1.146, -4.311], [-2.634, -0.625, -4.365], [-1.859, -1.091, -3.259], [-2.015, -0.455, -2.098], [-2.793, 0.449, -1.910], [-1.124, -1.031, -1.061], [-1.052, -2.411, -0.871], [-0.310, -2.966, 0.063], [0.387, -2.133, 0.841], [1.124, -2.736, 1.817], [1.925, -2.145, 2.746], [2.591, -2.817, 3.630], [3.257, -1.855, 4.359], [4.126, -1.950, 5.436], [4.630, -0.769, 5.945], [4.289, 0.471, 5.408], [3.424, 0.585, 4.333], [2.920, -0.595, 3.825], [2.059, -0.805, 2.786], [0.421, -0.813, 0.725], [-0.317, -0.252, -0.217], [-0.191, 1.227, -0.344], [0.198, 1.700, -2.069], [-1.215, 2.660, -2.455], [-1.950, 3.118, -1.454], [-3.032, 3.801, -1.775], [-3.381, 4.051, -3.094], [-2.513, 3.554, -4.058], [-1.434, 2.860, -3.746], [-4.569, -0.757, -3.431], [-4.601, -0.823, -5.198], [-4.066, -2.233, -4.270], [-2.109, -0.997, -5.246], [-2.625, 0.470, -4.365], [-1.623, -3.088, -1.491], [1.081, -3.745, 1.855], [4.388, -2.909, 5.849], [5.310, -0.804, 6.784], [4.710, 1.366, 5.840], [3.155, 1.539, 3.911], [-1.132, 1.738, -0.123], [0.605, 1.578, 0.310], [-3.626, 4.154, -0.943], [-4.270, 4.600, -3.355], [-2.683, 3.701, -5.117]]
}

6.
{
  "formula": "C37H48N9O",
  "method": "ωB97M-V/def2-TZVPD",
  "e_tot_ha": -2006.34462,
  "total_charge": -1,
  "lumo_ha": 0.1018,
  "largest_force_ev_per_a": 11.07,
  "relative_energy_kj_mol": 526.8,
  "homo_lumo_gap_ev": 8.56,
  "symbols": ["C", "O", "H", "H", "H", "N", "C", "C", "C", "C", "H", "H", "H", "H", "H", "N", "C", "C", "C", "C", "H", "H", "H", "H", "H", "N", "C", "C", "C", "C", "H", "H", "H", "H", "H", "N", "C", "C", "C", "C", "H", "H", "H", "H", "H", "N", "C", "C", "C", "C", "H", "H", "H", "H", "H", "N", "C", "C", "C", "C", "H", "H", "H", "H", "H", "N", "C", "C", "C", "C", "H", "H", "H", "H", "H", "N", "C", "C", "C", "C", "H", "H", "H", "H", "H", "N", "C", "C", "C", "C", "H", "H", "H", "H", "H"],
  "coordinates": [[-0.265, 0.008, 0.222], [0.089, 1.193, -0.294], [-0.558, -0.657, -0.661], [-1.124, 0.144, 0.961], [0.561, -0.245, 0.904], [-4.507, 0.353, 1.700], [-5.802, 0.045, 1.751], [-6.026, -0.775, 2.870], [-4.688, -0.997, 3.573], [-3.826, -0.352, 2.736], [-4.106, 0.827, 0.921], [-6.521, 0.234, 1.015], [-7.061, -1.144, 3.216], [-4.484, -1.771, 4.335], [-2.663, -0.378, 2.835], [3.386, 0.200, 2.837], [4.409, 0.560, 3.819], [5.174, -0.563, 3.942], [4.711, -1.588, 3.067], [3.591, -1.131, 2.372], [2.455, 0.629, 2.671], [4.401, 1.579, 4.348], [6.036, -0.726, 4.660], [5.359, -2.645, 2.956], [2.857, -1.594, 1.804], [-1.059, 0.199, -4.839], [-1.172, -0.661, -6.006], [-1.232, -1.901, -5.526], [-0.811, -1.820, -4.074], [-0.952, -0.543, -3.693], [-1.307, 1.144, -4.715], [-1.476, -0.381, -7.146], [-1.513, -2.717, -6.133], [-0.787, -2.637, -3.339], [-0.962, -0.409, -2.791], [-2.802, 1.590, -0.248], [-3.436, 2.739, 0.162], [-4.789, 2.546, -0.310], [-4.801, 1.309, -1.125], [-3.552, 0.796, -1.080], [-1.718, 1.609, -0.111], [-2.886, 3.352, 0.881], [-5.539, 3.147, -0.235], [-5.816, 1.165, -1.589], [-3.011, 0.133, -1.656], [2.922, -2.356, -1.262], [1.724, -2.988, -0.815], [1.904, -4.410, -0.815], [3.260, -4.552, -1.271], [3.766, -3.336, -1.657], [3.073, -1.490, -1.071], [0.801, -2.308, -0.582], [1.157, -5.184, -0.472], [3.786, -5.542, -1.300], [4.606, -2.988, -2.146], [2.677, 0.807, -1.258], [3.876, 1.176, -0.600], [4.946, 1.032, -1.396], [4.265, 0.692, -2.810], [2.938, 0.461, -2.558], [1.602, 0.735, -0.872], [4.084, 1.345, 0.455], [6.085, 1.342, -1.245], [4.639, 0.206, -3.706], [2.259, 0.062, -3.169], [-1.062, -2.272, 2.253], [-2.045, -3.059, 1.766], [-2.523, -3.809, 2.728], [-1.722, -3.545, 3.973], [-0.772, -2.631, 3.657], [-0.466, -1.737, 1.726], [-2.252, -3.020, 0.643], [-3.561, -4.308, 2.708], [-1.668, -4.229, 4.781], [-0.018, -2.311, 4.127], [-0.383, 2.531, -2.608], [-1.549, 3.083, -3.072], [-1.227, 3.779, -4.148], [0.291, 3.714, -4.342], [0.705, 3.005, -3.350], [-0.247, 1.880, -1.719], [-2.508, 3.011, -2.484], [-1.842, 4.581, -4.555], [0.786, 4.309, -5.232], [1.631, 2.550, -2.868], [1.079, 2.096, 2.042], [0.479, 1.910, 3.313], [1.245, 2.683, 4.178], [2.270, 3.288, 3.367], [2.212, 2.894, 2.114], [0.649, 1.596, 1.152], [-0.528, 1.573, 3.465], [1.025, 2.664, 5.141], [3.124, 3.935, 3.609], [2.732, 3.267, 1.197]]
}

7.
{
  "formula": "ClFH4Si2",
  "method": "ωB97M-V/def2-TZVPD",
  "e_tot_ha": -1141.35586,
  "lumo_ha": [-0.0576, -0.0576],
  "largest_force_ev_per_a": 3.28,
  "relative_energy_kj_mol": 349.9,
  "homo_lumo_gap_ev": [7.59, 7.56],
  "symbols": ["F", "Si", "Si", "Cl", "H", "H", "H", "H"],
  "coordinates": [[2.012, 0.557, 0.740], [0.732, 0.982, -0.226], [-0.968, -0.368, 0.588], [-2.740, 0.695, 0.146], [1.619, 0.587, -1.324], [0.624, 2.542, -0.266], [0.203, -2.338, -0.436], [-1.722, -0.985, 1.681]]
}

8.
{
  "formula": "C4H8O",
  "method": "ωB97M-V/def2-TZVPD",
  "e_tot_ha": -232.24919,
  "lumo_ha": 0.0259,
  "largest_force_ev_per_a": 0.62,
  "relative_energy_kj_mol": 515.8,
  "homo_lumo_gap_ev": 8.30,
  "symbols": ["O", "C", "C", "C", "C", "H", "H", "H", "H", "H", "H", "H", "H"],
  "coordinates": [[-0.791, -0.670, -0.628], [0.473, -1.861, -0.922], [-0.142, 0.552, -0.345], [0.861, 0.639, 0.738], [-0.459, 1.368, 0.857], [-1.302, -0.970, 0.137], [0.377, -1.713, -2.020], [-0.202, -2.706, -0.707], [0.070, 1.015, -1.298], [1.024, -0.246, 1.346], [1.768, 1.197, 0.537], [-1.168, 0.949, 1.566], [-0.509, 2.446, 0.739]]
}

Copy entry 1 word for word.
{
  "formula": "C27H43BrCaN2P2",
  "method": "ωB97M-V/def2-TZVPD",
  "e_tot_ha": -5097.86053,
  "total_charge": 2,
  "lumo_ha": -0.2771,
  "largest_force_ev_per_a": 3.38,
  "homo_lumo_gap_ev": 5.89,
  "symbols": ["N", "C", "C", "C", "C", "C", "C", "Ca", "P", "C", "C", "C", "C", "C", "C", "C", "Br", "H", "H", "H", "H", "H", "H", "H", "H", "H", "H", "P", "C", "C", "H", "H", "H", "H", "H", "C", "C", "H", "H", "H", "H", "H", "C", "C", "H", "H", "H", "H", "H", "C", "C", "H", "H", "H", "H", "H", "C", "C", "H", "H", "H", "H", "H", "C", "C", "H", "H", "H", "H", "H", "C", "C", "N", "H", "H", "H"],
  "coordinates": [[-1.542, -2.221, 5.642], [-2.136, -3.088, 4.816], [-1.419, -3.895, 3.935], [-0.003, -3.787, 3.917], [0.605, -2.902, 4.847], [-0.216, -2.136, 5.674], [0.827, -4.406, 2.911], [0.569, -0.976, -1.362], [-0.348, 1.755, -3.032], [2.004, -3.815, 2.509], [2.113, -3.358, 1.130], [3.060, -2.397, 0.719], [3.176, -2.043, -0.647], [2.263, -2.604, -1.511], [1.332, -3.566, -1.186], [1.174, -3.842, 0.185], [1.930, -1.572, -3.608], [0.414, -5.282, 2.396], [2.769, -3.450, 3.201], [-1.961, -4.540, 3.239], [1.693, -2.762, 4.881], [-3.223, -3.133, 4.846], [0.236, -1.419, 6.375], [3.737, -1.963, 1.460], [0.343, -4.451, 0.538], [3.986, -1.409, -1.021], [0.726, -4.070, -1.939], [-0.164, 1.368, 1.295], [-0.947, 0.354, -4.098], [-0.498, 0.197, -5.553], [-2.044, 0.461, -4.077], [-0.714, -0.607, -3.587], [-1.092, -0.617, -5.997], [-0.663, 1.093, -6.162], [0.551, -0.108, -5.640], [1.453, 1.938, -3.404], [1.887, 2.605, -4.706], [1.901, 0.924, -3.354], [1.864, 2.510, -2.553], [2.988, 2.558, -4.773], [1.487, 2.112, -5.605], [1.617, 3.670, -4.747], [-1.115, 3.268, -3.704], [-1.580, 3.242, -5.153], [-0.393, 4.082, -3.543], [-1.979, 3.462, -3.044], [-2.107, 4.181, -5.363], [-0.742, 3.178, -5.855], [-2.273, 2.419, -5.357], [-1.413, 2.714, 1.506], [-1.793, 3.459, 0.227], [-1.016, 3.417, 2.258], [-2.311, 2.247, 1.937], [-2.477, 4.283, 0.482], [-0.921, 3.893, -0.279], [-2.317, 2.806, -0.480], [1.322, 2.440, 1.041], [2.651, 1.711, 1.212], [1.233, 3.278, 1.754], [1.234, 2.860, 0.027], [3.470, 2.436, 1.143], [2.721, 1.210, 2.185], [2.816, 0.956, 0.430], [0.117, 0.982, 3.089], [-1.119, 0.793, 3.956], [0.734, 1.799, 3.502], [0.726, 0.062, 3.103], [-0.810, 0.573, 4.985], [-1.750, 1.690, 3.977], [-1.726, -0.059, 3.621], [-3.546, -1.494, 1.340], [-2.360, -1.207, 0.573], [-1.440, -1.087, -0.143], [-4.297, -0.685, 1.197], [-3.301, -1.578, 2.418], [-3.975, -2.454, 1.000]]
}